Entry from OMol25: a structure of composition C20H25LuN4P (the ωB97M-V functional and the def2-TZVPD basis).

```
51
Properties=species:S:1:pos:R:3:lowdin_charge:R:1
Lu 3.224 -16.036 -2.394 1.78
N 3.464 -18.041 -1.214 -0.09
C 4.393 -19.135 -1.675 -0.19
C 5.850 -18.631 -1.700 -0.17
C 6.149 -17.442 -2.593 -0.25
N 5.465 -16.216 -2.180 -0.13
H 3.702 -17.942 -0.225 0.12
H 2.511 -18.406 -1.218 0.10
H 4.026 -19.462 -2.702 0.14
H 4.257 -20.012 -1.053 0.13
H 6.516 -19.461 -2.043 0.16
H 6.205 -18.410 -0.668 0.14
H 5.894 -17.699 -3.657 0.13
H 7.251 -17.288 -2.651 0.15
H 5.948 -15.397 -2.637 0.15
H 5.716 -16.038 -1.175 0.14
N -0.578 -14.830 -2.336 -0.12
P -0.364 -16.527 -2.604 1.07
C -1.829 -16.767 -3.646 -0.39
C -2.047 -16.059 -4.818 -0.09
C -3.166 -16.370 -5.594 -0.05
C -4.115 -17.250 -5.138 -0.03
C -3.910 -17.912 -3.918 -0.04
C -2.796 -17.650 -3.147 -0.09
C 1.005 -16.358 -3.747 -0.42
C 1.874 -17.468 -3.948 -0.18
C 3.057 -17.352 -4.707 -0.08
C 3.587 -16.078 -4.941 -0.15
C 2.783 -14.950 -4.793 -0.08
C 1.471 -15.086 -4.315 -0.05
C 0.355 -14.010 -1.751 -0.38
C 0.140 -12.643 -1.750 0.02
C 1.061 -11.821 -1.084 0.02
C 2.131 -12.427 -0.405 -0.02
C 2.228 -13.832 -0.408 -0.17
N 1.523 -14.600 -1.254 -0.06
H -1.495 -14.391 -2.407 0.14
H -1.344 -15.292 -5.185 0.11
H -3.290 -15.876 -6.537 0.12
H -5.037 -17.521 -5.710 0.15
H -4.732 -18.515 -3.518 0.13
H -2.659 -18.197 -2.248 0.10
H 1.618 -18.460 -3.524 0.14
H 3.656 -18.137 -5.162 0.15
H 4.620 -15.970 -5.268 0.14
H 3.153 -13.969 -5.031 0.14
H 0.824 -14.193 -4.250 0.13
H -0.774 -12.350 -2.245 0.14
H 0.916 -10.732 -1.111 0.15
H 2.981 -11.887 -0.033 0.12
H 2.878 -14.328 0.358 0.13
```

Calculated total energy   -2572.10578 Eh
Spin multiplicity   1
Net charge   +3
LUMO   -10.7 eV
Gap between HOMO and LUMO   6.2 eV